Entry 1:
{
  "formula": "C34H38MnN4S2",
  "method": "ωB97M-V/def2-TZVPD",
  "elements": ["Mn", "S", "C", "C", "C", "C", "N", "C", "C", "C", "S", "C", "N", "H", "H", "C", "C", "C", "C", "C", "C", "C", "C", "C", "C", "C", "C", "N", "C", "C", "N", "C", "C", "C", "C", "C", "C", "C", "C", "C", "C", "C", "C", "H", "H", "H", "H", "H", "H", "H", "H", "H", "H", "H", "H", "H", "H", "H", "H", "H", "H", "H", "H", "H", "H", "H", "H", "H", "H", "H", "H", "H", "H", "H", "H", "H", "H", "H", "H"],
  "xyz": [[-0.0259, -0.5380, -0.2376], [-0.4304, -1.9563, -1.8350], [1.1210, -2.1834, -2.6101], [1.2343, -2.9505, -3.7673], [2.4647, -3.1163, -4.3820], [2.5581, -3.8995, -5.5815], [2.6076, -4.5285, -6.5425], [3.6072, -2.5102, -3.8266], [3.4919, -1.7524, -2.6731], [2.2530, -1.5831, -2.0582], [2.1027, -0.5983, -0.6168], [4.8945, -2.6637, -4.4427], [5.9318, -2.7878, -4.9228], [0.3536, -3.4147, -4.1936], [4.3721, -1.2851, -2.2487], [2.3145, 1.7736, 3.4084], [0.8713, 1.2626, 3.3980], [-0.0057, 2.0624, 4.3646], [0.8158, -0.2224, 3.7099], [1.3376, -0.6776, 4.9143], [1.3317, -2.0238, 5.2208], [0.8170, -2.9275, 4.3104], [0.2719, -2.5318, 3.0885], [-0.1508, -3.6646, 2.1618], [-1.5424, -3.5745, 1.5308], [0.9261, -3.9581, 1.1122], [0.2617, -1.1543, 2.8166], [-0.2936, -0.5824, 1.6249], [-1.5988, -0.4948, 1.3797], [-2.0027, 0.2879, 0.2649], [-1.0745, 1.0013, -0.3958], [-1.5463, 1.9627, -1.3412], [-2.5408, 2.8732, -0.9217], [-3.1583, 3.6499, -1.8985], [-2.7775, 3.5937, -3.2248], [-1.7018, 2.8027, -3.5841], [-1.0467, 1.9979, -2.6589], [0.2181, 1.2775, -3.0792], [0.1905, 0.7288, -4.5051], [1.4225, 2.1996, -2.8620], [-2.9241, 3.2223, 0.5232], [-1.7747, 3.2225, 1.5338], [-4.1588, 2.5014, 1.0768], [2.3472, 2.8225, 3.1056], [2.9388, 1.1991, 2.7214], [2.7558, 1.7016, 4.4055], [0.4835, 1.4178, 2.3926], [0.3389, 1.9535, 5.3951], [-1.0456, 1.7295, 4.3245], [0.0215, 3.1252, 4.1122], [1.7544, 0.0338, 5.6171], [1.7402, -2.3745, 6.1610], [0.8410, -3.9855, 4.5438], [-0.1870, -4.5377, 2.8156], [-1.5743, -2.8892, 0.6884], [-2.3007, -3.2867, 2.2630], [-1.8159, -4.5582, 1.1445], [1.0846, -3.1120, 0.4427], [0.6292, -4.8152, 0.5029], [1.8818, -4.1871, 1.5878], [-2.3323, -1.0823, 1.9231], [-3.0229, 0.2314, -0.0877], [-3.9349, 4.3438, -1.5940], [-3.2796, 4.2038, -3.9650], [-1.3537, 2.8145, -4.6082], [0.3545, 0.4255, -2.4272], [0.2306, 1.5215, -5.2559], [-0.7039, 0.1288, -4.6837], [1.0639, 0.0918, -4.6657], [1.3447, 3.0925, -3.4883], [2.3482, 1.6782, -3.1172], [1.4915, 2.5174, -1.8187], [-3.2220, 4.2686, 0.4355], [-1.5583, 2.2310, 1.9296], [-2.0462, 3.8537, 2.3833], [-0.8568, 3.6201, 1.0959], [-3.9365, 1.4875, 1.4127], [-4.9560, 2.4499, 0.3337], [-4.5407, 3.0450, 1.9439]],
  "forces_ev_per_a": [[-0.2, 0.4, 0.1], [0.0, -0.3, 0.0], [-0.1, -0.1, 0.0], [0.0, 0.0, -0.1], [0.0, 0.0, 0.0], [0.0, -0.1, -0.1], [0.0, 0.1, 0.1], [-0.1, 0.0, 0.0], [0.1, 0.0, 0.0], [0.0, 0.1, 0.1], [0.2, 0.0, 0.0], [0.1, -0.1, -0.1], [-0.1, 0.0, 0.1], [0.0, 0.0, 0.0], [0.0, 0.0, 0.0], [0.0, 0.0, 0.0], [0.0, 0.0, 0.0], [0.0, 0.0, 0.0], [0.0, 0.0, -0.1], [0.0, 0.0, 0.0], [0.0, 0.0, 0.0], [0.0, 0.0, 0.0], [0.0, 0.0, 0.1], [-0.1, 0.0, 0.0], [0.0, -0.1, 0.0], [0.0, 0.0, 0.0], [-0.1, 0.1, 0.0], [-0.2, -0.1, -0.3], [0.2, 0.0, 0.0], [0.2, 0.0, 0.1], [-0.1, -0.1, 0.1], [0.0, 0.1, 0.0], [0.0, -0.1, 0.0], [0.0, 0.0, 0.0], [0.0, 0.0, 0.0], [0.0, 0.0, 0.0], [0.0, 0.0, 0.0], [0.0, 0.1, 0.0], [0.0, 0.0, 0.0], [0.0, 0.0, 0.0], [0.0, 0.0, 0.0], [0.0, 0.0, 0.0], [0.0, 0.0, 0.0], [0.0, 0.0, 0.0], [0.0, 0.0, 0.0], [0.0, 0.0, 0.0], [0.0, 0.0, 0.0], [0.0, 0.0, 0.0], [0.0, 0.0, 0.0], [0.0, 0.0, 0.0], [0.0, 0.0, 0.0], [0.0, 0.0, 0.0], [0.0, 0.0, 0.0], [0.0, 0.0, 0.0], [0.0, 0.0, -0.1], [0.0, 0.0, 0.0], [0.0, 0.0, 0.0], [0.0, 0.0, 0.0], [0.0, 0.0, 0.0], [0.0, 0.0, 0.0], [0.0, 0.1, 0.0], [-0.1, 0.1, 0.0], [0.0, 0.0, 0.0], [0.0, 0.0, 0.0], [0.0, 0.0, 0.0], [0.0, 0.0, 0.0], [0.0, 0.0, 0.0], [0.0, 0.0, 0.0], [0.0, 0.0, 0.0], [0.0, 0.0, 0.0], [0.0, 0.0, 0.0], [0.0, 0.0, 0.0], [0.0, 0.0, 0.0], [0.0, 0.0, 0.0], [0.0, 0.0, 0.0], [0.0, 0.0, 0.0], [0.0, 0.0, 0.0], [0.0, 0.0, 0.0], [0.0, 0.0, 0.0]],
  "homo_energy_ev": [-8.53, -8.51],
  "lumo_energy_ev": [-1.62, -0.47],
  "orbital_gap_ev": [6.91, 8.04],
  "e_tot_ev": -94825.970,
  "multiplicity": 2
}


Entry 2:
{
  "formula": "C34H38N3",
  "method": "ωB97M-V/def2-TZVPD",
  "elements": ["C", "N", "C", "C", "C", "C", "C", "C", "C", "C", "C", "C", "C", "C", "C", "C", "C", "N", "C", "C", "C", "C", "C", "C", "C", "C", "C", "N", "C", "C", "C", "C", "C", "C", "C", "C", "C", "H", "H", "H", "H", "H", "H", "H", "H", "H", "H", "H", "H", "H", "H", "H", "H", "H", "H", "H", "H", "H", "H", "H", "H", "H", "H", "H", "H", "H", "H", "H", "H", "H", "H", "H", "H", "H", "H"],
  "xyz": [[-1.0341, 2.3713, -5.2646], [-0.4778, 1.0297, -5.0719], [0.7568, 0.7752, -5.7121], [1.6400, 1.8586, -5.9166], [2.9480, 1.6316, -6.3386], [3.3718, 0.3332, -6.6481], [2.4521, -0.7232, -6.6011], [1.1435, -0.5010, -6.1671], [-0.9099, 0.3478, -3.9295], [-0.6795, -1.0252, -3.7244], [-1.0080, -1.6119, -2.5014], [-1.2780, -0.7988, -1.3813], [-1.2184, -1.3151, 0.0550], [-1.3213, -0.2053, 1.1044], [-2.1305, -0.4424, 2.2358], [-2.1653, 0.4622, 3.2844], [-1.5803, 1.7191, 3.1041], [-1.6796, 2.7039, 4.1272], [-2.3737, 3.9255, 3.7198], [-0.6500, 2.7920, 5.0670], [-0.1052, 4.0392, 5.4412], [1.0512, 4.0762, 6.2166], [1.6118, 2.8899, 6.7063], [1.0240, 1.6514, 6.4026], [-0.0907, 1.5998, 5.5712], [-0.8816, 2.0186, 1.9208], [-0.6710, 1.0273, 0.9636], [-0.1904, -2.2959, 0.3923], [1.0519, -2.3595, -0.5343], [1.9738, -3.5081, -0.1393], [1.4355, -4.2355, 1.0955], [1.4053, -3.1717, 2.1851], [0.4314, -2.0615, 1.7953], [0.0272, -4.7619, 0.8399], [-0.9040, -3.6588, 0.3990], [-1.7927, 0.4796, -1.6649], [-1.5683, 1.0663, -2.9033], [-2.1121, 2.3391, -5.0818], [-0.5893, 3.1002, -4.5711], [-0.8523, 2.7016, -6.2925], [1.3102, 2.8758, -5.6958], [3.6320, 2.4793, -6.4153], [4.4086, 0.1531, -6.9348], [2.7559, -1.7282, -6.9004], [0.4179, -1.3153, -6.1971], [-0.2383, -1.6455, -4.4989], [-0.9744, -2.7025, -2.4116], [-2.1928, -1.8388, 0.1485], [-2.6712, -1.3890, 2.3322], [-2.6586, 0.2278, 4.2323], [-2.6054, 4.5300, 4.6042], [-1.7833, 4.5220, 3.0075], [-3.3029, 3.6142, 3.2301], [-0.5510, 4.9641, 5.0736], [1.5221, 5.0418, 6.4300], [2.5146, 2.9231, 7.3144], [1.4348, 0.7221, 6.7966], [-0.5402, 0.6479, 5.2953], [-0.4643, 3.0248, 1.7861], [-0.0315, 1.2190, 0.0950], [1.5360, -1.3757, -0.4365], [0.7517, -2.4763, -1.5762], [2.0951, -4.2138, -0.9731], [2.9675, -3.0933, 0.0782], [2.0992, -5.0578, 1.3726], [2.4028, -2.7304, 2.3111], [1.1064, -3.5975, 3.1502], [0.9448, -1.0919, 1.7216], [-0.3760, -1.9972, 2.5289], [0.0372, -5.5404, 0.0719], [-0.3775, -5.2135, 1.7527], [-1.7500, -3.5535, 1.0920], [-1.2932, -3.8204, -0.6138], [-2.3316, 1.0581, -0.9156], [-1.8548, 2.1147, -3.0390]],
  "forces_ev_per_a": [[0.1, -0.1, 0.0], [-0.8, 0.2, -0.3], [0.7, 0.0, -0.4], [0.0, -0.4, 0.3], [-0.2, -0.3, -0.2], [-0.2, 0.0, 0.1], [0.1, 0.4, 0.0], [0.0, 0.2, 0.2], [0.6, 0.3, 0.1], [-0.5, -0.2, 0.2], [0.6, 0.7, 0.1], [-0.6, -0.2, -0.4], [-3.0, 1.8, -0.3], [-0.5, 0.3, 0.0], [0.6, -0.1, -0.3], [-0.1, 0.4, -0.2], [0.3, 0.0, -0.1], [-0.9, 0.4, 0.0], [0.1, -0.4, -0.1], [0.8, 0.0, 0.1], [0.0, -0.4, -0.2], [0.0, -0.3, 0.3], [0.0, -0.1, -0.1], [-0.1, 0.5, -0.2], [0.1, 0.5, 0.1], [0.1, -0.1, 0.3], [-0.2, -0.1, 0.2], [1.8, -2.1, 0.4], [-0.4, 0.5, -0.1], [0.4, -0.5, 0.0], [0.4, 0.3, -0.1], [0.1, -0.2, 0.3], [-0.2, 0.2, -0.2], [0.2, -0.7, 0.1], [0.1, 0.5, 0.0], [0.7, -0.1, -0.2], [-0.3, -0.2, -0.2], [0.2, 0.0, -0.2], [-0.1, 0.0, -0.1], [-0.1, -0.2, 0.3], [0.3, -0.4, 0.0], [-0.2, -0.3, 0.0], [-0.3, 0.0, 0.0], [-0.1, 0.3, 0.0], [0.3, 0.3, 0.0], [-0.5, 0.2, 0.2], [0.3, 0.4, -0.1], [0.6, 0.0, 0.3], [0.2, 0.2, -0.1], [0.0, 0.2, -0.5], [0.0, -0.2, -0.3], [-0.1, 0.1, 0.2], [0.1, 0.3, 0.1], [0.3, -0.3, 0.1], [-0.2, -0.4, 0.0], [-0.2, 0.0, -0.1], [0.0, 0.3, -0.1], [0.2, 0.2, 0.1], [-0.1, -0.5, 0.1], [-0.3, 0.0, 0.3], [-0.3, -0.3, 0.0], [-0.1, 0.2, 0.5], [-0.1, 0.2, 0.1], [-0.2, -0.3, 0.0], [-0.1, 0.1, 0.0], [-0.2, -0.3, 0.0], [0.1, 0.1, -0.2], [-0.4, -0.3, 0.1], [0.2, 0.1, -0.4], [0.1, 0.0, 0.1], [0.2, 0.0, -0.1], [0.3, 0.1, -0.3], [0.1, 0.2, 0.3], [0.4, -0.1, -0.1], [0.0, -0.6, 0.1]],
  "homo_energy_ev": -9.85,
  "total_charge": 1,
  "lumo_energy_ev": -2.20,
  "orbital_gap_ev": 7.65,
  "e_tot_ev": -40337.728,
  "smiles": "CN(c1ccccc1)c1ccc(C(c2ccc(N(C)c3ccccc3)cc2)[N+]23CCC(CC2)CC3)cc1"
}